# 1
Molecular formula: C4H9FSi
Method: DFT, ωB97M-V/def2-TZVPD

Structure (XYZ):
```
15
Properties=species:S:1:pos:R:3:forces:R:3:lowdin_spin:R:1
C -2.904659 -0.319691 -0.393126 1.9785 2.1946 0.2727 0.10
C -1.720180 -0.535155 0.177601 -0.6695 2.0146 -1.9701 0.09
C 2.494772 0.047764 0.195883 -0.0325 -0.1761 -0.4933 0.02
C 1.116176 -0.451576 -0.333423 1.7405 -0.0015 0.3166 0.11
F -0.547516 1.756838 -1.120218 -0.4031 0.5904 -0.9512 0.11
Si -0.339808 0.633130 -0.024463 0.7695 -1.0766 0.7068 0.61
H -3.667713 -0.947689 -0.220555 -2.7304 -2.4047 0.1559 0.01
H -3.140435 0.596556 -0.902897 -0.0131 0.3100 -0.2067 0.01
H -1.566824 -1.473823 0.568157 0.4665 -1.9255 1.4107 0.00
H 2.494860 0.631932 1.059444 -0.6653 0.6454 2.0283 0.01
H 3.207864 -0.727538 0.384211 0.2292 -0.8445 -0.0075 0.00
H 3.030486 0.740707 -0.424625 -0.0899 0.1976 -1.2083 0.00
H 0.841367 -1.421534 0.262142 0.5827 1.3131 -1.9171 0.00
H 1.331717 -0.395520 -1.443283 -0.9082 -1.3993 0.8631 0.01
H -0.630112 1.865592 2.215145 -0.2549 0.5626 0.9999 0.93
```
Positions in Å, forces in eV/Å.

Results
⟨S²⟩ ... 2.005
Kohn-Sham gap (spin up / spin down) ... 7.38 / 8.72 eV
ΔE to the lowest compared entry with this formula, charge and spin ... 1.113 eV
Spin multiplicity ... 3
LUMO energy (spin up / spin down) ... 1.01 / -1.51 eV
Total charge ... 0

# 2
Molecular formula: C4H9HgNaO4
Method: DFT, ωB97M-V/def2-TZVPD

Structure (XYZ):
```
19
Properties=species:S:1:pos:R:3:forces:R:3:lowdin_charge:R:1
O -0.500407 -1.667530 0.262064 3.4080 -2.4342 3.1423 -0.77
Hg -1.020465 -1.105422 -1.463844 -0.0070 -0.9057 -0.4637 1.25
O -1.038791 0.363475 -2.678622 -1.0853 1.1868 -2.9890 -0.43
C -0.256638 1.377574 -2.237236 0.9736 0.7416 0.6796 -0.43
O 0.384690 1.115577 -0.981853 -1.0182 0.3921 -0.0799 -0.30
C 1.315523 -0.019752 -0.933489 1.7724 0.3125 0.7172 -0.31
C 2.158992 0.399041 0.255091 0.2217 0.0538 -0.6929 -0.28
O 1.381122 0.350789 1.450045 -0.6583 -0.4554 0.6061 -0.29
C 2.048516 0.782932 2.611500 0.0762 0.1771 -0.0731 -0.10
Na -0.878312 0.467070 0.985426 0.6219 -0.1698 0.0046 0.57
H -0.872940 2.272886 -2.016527 0.3200 -0.1275 -0.3012 0.12
H 0.566703 1.604097 -2.951004 -0.4660 -0.0243 0.0383 0.13
H 1.980947 0.055734 -1.814582 -0.1717 -0.0607 0.1170 0.08
H 0.843630 -1.656514 0.127030 -4.6486 1.1515 -0.7000 0.22
H 2.452400 1.463782 0.161383 0.4400 -0.2811 -0.0156 0.12
H 3.006360 -0.302688 0.341450 0.0434 0.4443 0.0549 0.13
H 1.373895 0.624303 3.461887 0.1752 0.0205 -0.1646 0.09
H 2.972819 0.206444 2.779695 -0.1759 0.2294 -0.0414 0.10
H 2.272351 1.859639 2.527026 0.1786 -0.2508 0.1614 0.09
```
Positions in Å, forces in eV/Å.

Results
Kohn-Sham gap ... 5.89 eV
LUMO energy ... -0.58 eV
Total charge ... 0

# 3
Molecular formula: C4H9I2N
Method: DFT, ωB97M-V/def2-TZVPD

Structure (XYZ):
```
16
Properties=species:S:1:pos:R:3:forces:R:3:lowdin_charge:R:1
C -1.283043 1.050074 0.783992 -1.9210 -1.3117 1.7304 -0.13
C -0.379862 0.415674 -1.457047 -2.8836 -2.5038 4.0299 -0.08
C -0.088869 0.589196 0.074166 1.5823 -2.2106 -2.2153 -0.46
C 0.598040 -0.869834 0.624871 -5.1315 2.9983 2.1531 -0.76
N 1.643196 -1.223481 -0.116182 4.2530 -2.4149 -0.9786 -0.51
I -0.989731 -2.551429 0.401480 0.7157 0.5178 -0.0300 0.68
I 3.346025 0.053402 -0.018339 -0.5272 -0.0410 -0.0289 0.76
H -1.972820 0.126440 0.664698 0.4009 1.7310 0.8889 0.05
H -1.853713 1.956700 0.431260 1.0618 -0.9268 0.0006 0.10
H -0.938119 1.227361 1.846885 -1.0816 -0.2785 -0.8005 0.10
H -1.080356 -0.482366 -1.549115 0.6376 1.3140 -0.0020 0.05
H 0.376988 0.209140 -2.053414 4.1828 -1.3032 -2.2276 0.01
H -0.793347 1.221874 -1.926128 -1.6533 2.4921 -0.6233 0.05
H 0.694221 1.290409 0.244732 0.9770 0.5523 -0.0840 0.05
H 0.597557 -0.941597 1.749291 0.4025 0.3614 -1.0334 0.07
H 2.123828 -2.071562 0.298850 -1.0156 1.0236 -0.7793 0.04
```
Positions in Å, forces in eV/Å.

Results
Kohn-Sham gap ... 8.07 eV
ΔE to the lowest compared entry with this formula, charge and spin ... 0.645 eV
LUMO energy ... -1.23 eV
Total charge ... 0
SMILES ... CC(C)[C@@H](I)NI

# 4
Molecular formula: C4H9N
Method: DFT, ωB97M-V/def2-TZVPD

Structure (XYZ):
```
14
Properties=species:S:1:pos:R:3:forces:R:3:lowdin_spin:R:1
C 1.566553 0.424636 1.048156 -1.2209 1.1569 0.1304 0.04
C 0.474415 0.903967 0.069059 0.4443 -0.9935 -0.9994 0.24
C -0.360306 -0.061673 -0.609153 -1.8628 2.6070 0.6050 0.36
C -1.875237 -0.072470 -0.318934 0.4805 -0.1505 -0.3084 0.06
N 0.047667 -1.331696 -1.237847 -0.1285 -1.0892 1.2843 0.16
H 2.463394 1.048157 1.078473 0.3155 -0.1950 -0.2976 0.00
H 1.137944 0.545645 2.067721 0.3131 -0.3394 0.0433 0.02
H 1.805311 -0.629324 0.924230 0.3662 -0.0868 -0.0620 0.00
H 0.472279 1.919534 -0.328749 0.0638 0.2914 0.5226 0.04
H -2.418486 0.742388 -0.822197 -0.0902 -0.0172 0.0415 0.02
H -2.063749 0.005520 0.758835 0.0109 0.2816 -0.0535 0.01
H -2.312346 -1.033472 -0.618710 -0.0309 0.1464 -0.2756 0.01
H 0.222930 -1.193194 -0.133544 0.9902 -2.1950 -1.2819 0.02
H 0.839631 -1.268017 -1.877339 0.3488 0.5832 0.6514 0.03
```
Positions in Å, forces in eV/Å.

Results
⟨S²⟩ ... 0.757
Kohn-Sham gap (spin up / spin down) ... 4.69 / 5.62 eV
ΔE to the lowest compared entry with this formula, charge and spin ... 3.323 eV
Spin multiplicity ... 2
LUMO energy (spin up / spin down) ... 4.80 / 4.72 eV
Total charge ... -1

# 5
Molecular formula: C4H9N
Method: DFT, ωB97M-V/def2-TZVPD

Structure (XYZ):
```
14
Properties=species:S:1:pos:R:3:forces:R:3:lowdin_charge:R:1
C 0.804638 -0.312213 -0.660301 -1.4324 -2.6682 1.9520 -0.16
C 1.532873 0.823814 -0.010591 -0.0254 0.2305 0.1792 -0.17
N -1.354931 0.966992 -0.164599 -1.1495 -0.8020 -0.4683 0.07
C -1.592302 -0.136916 0.451368 -0.3544 2.3168 0.6660 -0.31
C -0.633846 -1.201770 0.378950 3.3021 1.4364 -2.7651 -0.08
H -2.145958 1.611840 -0.194146 0.0038 -0.0461 0.7210 0.05
H 1.398234 -1.218624 -0.714294 0.4398 0.0680 -0.2008 0.06
H 0.390157 -0.092066 -1.637013 -0.2802 -0.0297 0.1733 0.07
H -2.382249 -0.222255 1.211858 -0.4237 -0.0715 -0.4962 0.10
H 2.558035 0.873543 -0.390369 -0.0008 -0.0612 0.0688 0.07
H 1.061232 1.780070 -0.218579 -0.0892 -0.0213 0.0330 0.05
H 1.570331 0.700872 1.072276 0.1307 0.0199 -0.0014 0.07
H -0.395482 -1.688628 1.322126 0.3098 0.0127 -0.1711 0.08
H -0.810733 -1.884659 -0.446686 -0.4305 -0.3843 0.3098 0.08
```
Positions in Å, forces in eV/Å.

Results
Kohn-Sham gap ... 10.48 eV
ΔE to the lowest compared entry with this formula, charge and spin ... 2.188 eV
LUMO energy ... 1.21 eV
Total charge ... 0

# 6
Molecular formula: C4H9N
Method: DFT, ωB97M-V/def2-TZVPD

Structure (XYZ):
```
14
Properties=species:S:1:pos:R:3:forces:R:3:lowdin_charge:R:1
C 0.307808 -0.677036 1.243889 0.0821 -0.3629 -0.8647 -0.08
C 0.341877 0.074961 -0.081913 -1.0534 -0.5118 1.4703 -0.37
C -0.632278 0.972070 -0.304906 0.5638 -0.2022 -1.5819 -0.20
N -1.922722 0.942203 0.178404 -0.4019 0.2909 1.4827 0.04
C 1.356963 -0.395000 -1.076226 0.4948 1.1784 -0.0887 -0.09
H 1.337688 -0.683573 1.599857 0.0617 -0.2235 0.2152 0.07
H -0.021754 -1.714454 1.118366 0.0753 -0.0679 0.1891 0.07
H -0.297161 -0.195828 2.007837 -0.1221 0.0945 -0.0512 0.07
H -0.416976 1.805631 -0.969845 -0.4363 -0.3552 -0.6351 0.11
H -2.683970 1.309883 -0.359594 0.3298 0.3804 -0.2295 0.08
H -2.216994 0.127676 0.689685 0.2377 -0.1143 -0.0196 0.08
H 2.355770 -0.009558 -0.844846 0.1378 -0.2084 -0.1508 0.07
H 1.076163 -0.073442 -2.079350 0.1612 0.1234 -0.0175 0.07
H 1.415582 -1.483533 -1.121359 -0.1306 -0.0215 0.2816 0.08
```
Positions in Å, forces in eV/Å.

Results
Kohn-Sham gap ... 8.34 eV
ΔE to the lowest compared entry with this formula, charge and spin ... 0.874 eV
LUMO energy ... 1.09 eV
Total charge ... 0
SMILES ... CC(C)=CN

Record-wise molecular weight values, in g mol⁻¹: 104.2; 344.7; 324.9; 71.1; 71.1; 71.1